# C5H7N2O3S

A structure of composition C5H7N2O3S at a distorted geometry (the ωB97M-V functional and the def2-TZVPD basis, the Open Molecules 2025 dataset).

Results
net charge	-1
Kohn-Sham gap (spin up / spin down)	6.79 / 6.79	eV

Structure (XYZ):
```
18
C5H7N2O3S | the Open Molecules 2025 dataset | the ωB97M-V functional and the def2-TZVPD basis
C -0.206 -0.369 -0.075
C 0.115 -1.387 -1.055
C 0.904 -0.366 0.653
C -1.388 0.442 0.019
C -0.713 -1.816 -2.160
N 1.354 -1.845 -0.885
N 1.385 0.860 2.105
O -0.426 2.691 2.356
O 1.828 3.363 1.702
O 1.847 -1.217 0.260
S 1.014 2.453 2.474
H -1.341 1.074 0.996
H -1.650 1.166 -0.830
H -2.261 -0.231 -0.162
H -1.092 -0.912 -2.836
H -0.070 -2.452 -2.843
H -1.733 -2.316 -1.881
H 2.435 0.861 2.163
```


# C13H22Cl3GeO3PRuTe

A structure of composition C13H22Cl3GeO3PRuTe (the ωB97M-V functional and the def2-TZVPD basis, the Open Molecules 2025 dataset).

Results
net charge	+2
Kohn-Sham gap (spin up / spin down)	6.46 / 6.21	eV
spin multiplicity	5
expectation value of S²	6.030

Structure (XYZ):
```
45
C13H22Cl3GeO3PRuTe | the Open Molecules 2025 dataset | the ωB97M-V functional and the def2-TZVPD basis
Ru -0.324 0.015 1.469
C -1.252 3.562 0.951
C -0.084 2.678 1.240
C 0.805 2.298 0.223
C 1.937 1.505 0.485
C 2.854 1.106 -0.622
C 2.182 1.098 1.803
C 1.321 1.453 2.853
C 1.629 1.082 4.270
C 0.168 2.206 2.545
H -1.891 3.132 0.179
H -0.898 4.523 0.575
H -1.850 3.742 1.841
H 0.626 2.644 -0.789
H 2.350 0.418 -1.305
H 3.747 0.617 -0.242
H 3.153 1.977 -1.207
H 3.057 0.496 2.015
H 2.224 0.170 4.329
H 0.724 0.974 4.869
H 2.218 1.881 4.727
H -0.525 2.461 3.339
Cl -2.116 1.358 -1.993
Ge -1.585 -0.121 -0.609
Cl -2.398 -1.944 -1.253
Cl -2.610 0.442 1.646
C 4.708 -3.975 2.236
C 3.344 -3.761 2.836
O 2.699 -2.632 2.121
P 1.238 -2.609 1.590
O 1.064 -1.427 0.680
Te -0.329 -1.961 3.398
O 0.787 -3.980 1.033
C 1.398 -4.645 -0.155
C 0.288 -5.094 -1.063
H 5.196 -4.793 2.767
H 5.326 -3.085 2.337
H 4.637 -4.245 1.184
H 3.394 -3.447 3.877
H 2.700 -4.637 2.746
H 1.953 -5.485 0.258
H 2.081 -3.943 -0.633
H -0.384 -5.778 -0.548
H 0.723 -5.618 -1.914
H -0.273 -4.241 -1.440
```


# C7H13IN2O

A structure of composition C7H13IN2O at a distorted geometry (the ωB97M-V functional and the def2-TZVPD basis, the Open Molecules 2025 dataset).

Results
net charge	0
Kohn-Sham gap (spin up / spin down)	7.01 / 6.83	eV
spin multiplicity	3
expectation value of S²	2.013

Structure (XYZ):
```
24
C7H13IN2O | the Open Molecules 2025 dataset | the ωB97M-V functional and the def2-TZVPD basis
C -0.875 1.108 0.247
C -0.555 -0.224 0.943
C 0.463 0.198 -1.688
C 0.189 1.414 -0.782
C -0.208 -1.341 -0.044
C 1.478 2.159 -0.181
C 0.075 -2.555 0.739
N 0.684 -1.002 -1.035
N 2.273 1.278 0.696
O 1.195 3.254 0.579
I 2.645 -0.474 -0.026
H -1.938 0.879 -0.190
H -0.989 1.855 0.952
H 0.188 -0.110 1.716
H -1.441 -0.638 1.487
H -0.295 0.235 -2.436
H 1.337 0.535 -2.345
H -0.194 2.231 -1.407
H -1.155 -1.631 -0.661
H 2.021 2.572 -1.058
H 0.891 -3.166 0.311
H -0.831 -3.129 0.703
H 0.406 -2.398 1.686
H 1.232 2.789 1.448
```


# C4H11N3S

The ion C4H11N3S with charge +2 at a distorted geometry (the ωB97M-V functional and the def2-TZVPD basis, the Open Molecules 2025 dataset).

Results
SMILES string	C[C@]1([NH3+])C=C([NH3+])SN1
net charge	+2
Kohn-Sham gap	9.07	eV

Structure (XYZ):
```
19
C4H11N3S | the Open Molecules 2025 dataset | the ωB97M-V functional and the def2-TZVPD basis
C -0.534 1.945 0.006
C -0.156 0.601 -0.491
N -0.549 0.473 -1.947
C -0.530 -0.517 0.363
C 0.478 -1.271 0.808
N 0.285 -2.399 1.740
S 2.167 -0.726 0.532
N 1.541 0.454 -0.622
H -0.253 1.970 1.057
H -1.592 2.121 0.098
H -0.126 2.734 -0.698
H -1.584 0.734 -2.183
H -0.197 -0.395 -2.462
H 0.003 1.263 -2.496
H -1.600 -0.514 0.602
H -0.607 -2.333 2.203
H 1.009 -2.191 2.517
H 0.359 -3.388 1.538
H 1.886 1.439 -0.563
```


# C2H4NOS

A structure of composition C2H4NOS at a distorted geometry (the ωB97M-V functional and the def2-TZVPD basis, the Open Molecules 2025 dataset).

Results
net charge	-1
Kohn-Sham gap (spin up / spin down)	5.92 / 5.92	eV

Structure (XYZ):
```
9
C2H4NOS | the Open Molecules 2025 dataset | the ωB97M-V functional and the def2-TZVPD basis
C 0.531 -0.598 -0.267
C 0.149 0.839 0.219
N 1.903 -0.340 -0.599
O 2.733 -1.428 -0.106
S 1.896 1.257 0.388
H 0.620 -1.312 0.483
H -0.091 -1.128 -1.004
H -0.453 1.526 -0.518
H -0.380 1.031 1.197
```


Let's list ΔE to the lowest compared entry with this formula, charge and spin in order: 109.04; 9.35; 21.76; 62.41; 37.60 kcal per mole.